Computed, not measured: a single C4H3F3S molecule in a non-equilibrium geometry, with the ωB97M-V functional and the def2-TZVPD basis.

Structure (XYZ):
```
11
C4H3F3S | the Open Molecules 2025 dataset | the ωB97M-V functional and the def2-TZVPD basis
F -2.20 0.20 -0.38
C -0.79 -0.10 -0.66
C -0.08 -1.12 0.25
F -0.72 -1.15 1.48
C 1.13 -0.05 0.05
S 2.78 -0.15 0.07
C 0.22 1.07 0.03
F 0.02 1.42 1.41
H -0.79 -0.06 -1.72
H 0.02 -2.08 -0.08
H 0.42 2.00 -0.45
```

Its LUMO energy is -1.8 eV. The multiplicity is 1. The SMILES is F[C@@H]1[C@H](F)C(=S)[C@@H]1F. The value obtained for the energy is -23180.74084 eV.